Here is a cluster of 13 separate species, C43H95Cl4O28P3 in total from the Open Molecules 2025 dataset. Energies are from the ωB97M-V functional and the def2-TZVPD basis.

Last column: Löwdin spin population.
Geometry (Å):
C (-28.533, 3.613, -18.369)  0.017
Cl (-28.843, 2.737, -16.871)  0.038
Cl (-27.725, 5.131, -17.848)  0.020
H (-27.964, 3.020, -19.085)  0.002
H (-29.497, 3.888, -18.797)  0.005
C (-28.789, -2.672, -25.424)  0.011
Cl (-29.433, -2.210, -26.913)  0.008
Cl (-28.817, -4.467, -25.158)  0.012
H (-27.749, -2.354, -25.357)  0.003
H (-29.394, -2.375, -24.567)  0.002
C (-26.085, 1.754, -25.356)  0.009
O (-26.344, 2.610, -26.442)  0.007
P (-27.683, 3.508, -26.402)  0.003
O (-28.002, 4.115, -25.087)  0.002
O (-28.849, 2.602, -27.161)  0.002
C (-29.760, 1.834, -26.436)  0.006
O (-27.298, 4.664, -27.470)  0.001
C (-26.916, 4.285, -28.714)  0.003
H (-26.975, 1.524, -24.769)  0.001
H (-25.292, 2.145, -24.719)  0.002
H (-25.723, 0.789, -25.711)  0.005
H (-30.699, 2.303, -26.731)  0.001
H (-29.600, 2.022, -25.375)  0.001
H (-29.724, 0.784, -26.727)  0.001
H (-25.868, 4.553, -28.851)  0.001
H (-27.445, 4.867, -29.468)  0.000
H (-27.127, 3.230, -28.888)  0.001
C (-24.462, -1.492, -22.831)  0.009
O (-25.231, -0.920, -21.880)  0.002
P (-26.856, -1.131, -22.060)  0.003
O (-27.314, -0.764, -23.400)  0.002
O (-27.008, -2.734, -21.652)  0.004
C (-26.829, -3.232, -20.318)  0.004
O (-27.563, -0.282, -20.865)  0.005
C (-28.512, 0.663, -21.309)  0.010
H (-24.941, -2.184, -23.524)  0.005
H (-23.646, -2.056, -22.379)  0.001
H (-23.971, -0.662, -23.340)  0.002
H (-25.891, -2.813, -19.953)  0.001
H (-26.756, -4.319, -20.363)  0.001
H (-27.680, -2.866, -19.743)  0.003
H (-29.259, 0.051, -21.814)  0.002
H (-28.282, 1.591, -21.833)  0.001
H (-28.892, 1.025, -20.354)  0.007
C (-25.200, 1.368, -14.143)  0.022
O (-26.106, 1.112, -15.178)  0.005
P (-26.911, -0.359, -15.167)  0.007
O (-25.899, -1.427, -15.029)  0.009
O (-27.927, -0.268, -13.832)  0.007
C (-28.521, -1.499, -13.397)  0.021
O (-27.898, -0.313, -16.465)  0.011
C (-27.307, -0.369, -17.761)  0.011
H (-25.569, 2.105, -13.430)  0.003
H (-24.305, 1.807, -14.583)  0.004
H (-25.016, 0.530, -13.470)  0.002
H (-28.676, -2.128, -14.274)  0.003
H (-29.482, -1.175, -12.997)  0.005
H (-28.064, -1.889, -12.488)  0.003
H (-26.343, -0.875, -17.700)  0.002
H (-27.149, 0.620, -18.191)  0.002
H (-27.942, -1.004, -18.377)  0.005
O (-28.499, -7.456, -21.816)  0.001
C (-27.968, -8.010, -22.792)  0.005
O (-26.779, -8.715, -22.681)  0.004
C (-26.028, -8.724, -21.440)  0.009
C (-25.284, -7.322, -21.273)  0.011
C (-28.738, -8.174, -24.122)  0.008
H (-25.463, -9.651, -21.343)  0.002
H (-26.668, -8.804, -20.562)  0.002
H (-26.054, -6.570, -21.444)  0.001
H (-24.504, -7.013, -21.969)  0.002
H (-25.022, -7.194, -20.222)  0.003
H (-29.568, -7.469, -24.166)  0.002
H (-29.251, -9.128, -24.007)  0.001
H (-28.105, -7.988, -24.989)  0.002
O (-19.058, -0.582, -25.920)  0.005
C (-19.467, -0.382, -24.767)  0.019
O (-18.997, 0.459, -23.771)  0.002
C (-17.753, 1.050, -24.044)  0.008
C (-16.700, 0.823, -22.860)  0.015
C (-20.801, -0.914, -24.461)  0.018
H (-17.968, 2.104, -24.221)  0.002
H (-17.371, 0.665, -24.989)  0.001
H (-16.519, -0.244, -22.726)  0.004
H (-16.936, 1.199, -21.865)  0.004
H (-15.752, 1.297, -23.115)  0.001
H (-20.775, -1.638, -23.647)  0.003
H (-20.988, -1.513, -25.352)  0.006
H (-21.598, -0.175, -24.384)  0.004
O (-33.999, -3.362, -19.720)  0.003
C (-33.596, -2.215, -19.874)  0.010
O (-33.167, -1.580, -20.963)  0.005
C (-32.968, -2.369, -22.134)  0.009
C (-31.986, -1.719, -22.974)  0.012
C (-33.715, -1.300, -18.640)  0.033
H (-33.896, -2.543, -22.678)  0.002
H (-32.687, -3.384, -21.852)  0.001
H (-31.187, -1.393, -22.308)  0.003
H (-32.452, -0.909, -23.536)  0.002
H (-31.584, -2.536, -23.574)  0.003
H (-34.354, -1.743, -17.876)  0.005
H (-34.166, -0.362, -18.960)  0.004
H (-32.725, -1.054, -18.257)  0.015
O (-32.981, 2.266, -23.261)  0.003
C (-32.320, 2.918, -22.494)  0.006
O (-32.663, 3.172, -21.237)  0.006
C (-34.004, 2.665, -20.767)  0.012
C (-34.429, 3.415, -19.478)  0.024
C (-31.057, 3.747, -22.804)  0.006
H (-33.944, 1.628, -20.436)  0.003
H (-34.713, 2.888, -21.564)  0.001
H (-34.945, 4.335, -19.753)  0.002
H (-33.581, 3.621, -18.825)  0.007
H (-35.191, 2.891, -18.900)  0.006
H (-30.154, 3.438, -22.277)  0.001
H (-31.244, 4.807, -22.631)  0.002
H (-30.782, 3.616, -23.851)  0.001
O (-23.830, -4.278, -21.419)  0.002
C (-22.626, -4.527, -21.461)  0.006
O (-21.672, -4.132, -20.528)  0.012
C (-22.129, -3.599, -19.217)  0.010
C (-22.987, -4.576, -18.285)  0.016
C (-22.041, -5.220, -22.693)  0.034
H (-22.689, -2.680, -19.391)  0.002
H (-21.243, -3.375, -18.623)  0.005
H (-23.228, -4.022, -17.378)  0.004
H (-22.437, -5.495, -18.084)  0.004
H (-23.888, -5.010, -18.717)  0.001
H (-22.778, -5.659, -23.366)  0.007
H (-21.321, -5.978, -22.386)  0.006
H (-21.511, -4.493, -23.309)  0.007
O (-22.476, 0.969, -21.316)  0.007
C (-21.718, 0.359, -20.531)  0.007
O (-21.590, 0.502, -19.181)  0.011
C (-22.345, 1.537, -18.550)  0.020
C (-23.839, 1.301, -18.375)  0.011
C (-20.818, -0.761, -20.989)  0.010
H (-22.215, 2.487, -19.068)  0.004
H (-21.993, 1.699, -17.531)  0.005
H (-24.217, 1.935, -17.573)  0.005
H (-23.962, 0.291, -17.984)  0.003
H (-24.384, 1.539, -19.289)  0.001
H (-20.353, -1.198, -20.105)  0.004
H (-20.046, -0.460, -21.696)  0.001
H (-21.512, -1.540, -21.305)  0.002
O (-28.650, -4.330, -18.246)  0.005
C (-29.736, -4.735, -17.924)  0.010
O (-30.403, -5.736, -18.550)  0.002
C (-30.301, -5.988, -19.904)  0.004
C (-31.593, -5.622, -20.641)  0.009
C (-30.659, -4.123, -16.795)  0.020
H (-30.053, -7.049, -19.932)  0.001
H (-29.519, -5.454, -20.444)  0.002
H (-32.551, -5.963, -20.249)  0.001
H (-31.456, -5.607, -21.722)  0.002
H (-31.731, -4.578, -20.361)  0.002
H (-30.715, -4.701, -15.873)  0.004
H (-31.607, -3.877, -17.273)  0.003
H (-30.206, -3.180, -16.490)  0.005
O (-27.448, 4.088, -21.314)  0.002
C (-26.354, 4.591, -21.413)  0.005
O (-25.916, 5.811, -21.288)  0.004
C (-26.841, 6.799, -20.870)  0.006
C (-26.477, 8.165, -21.346)  0.008
C (-25.115, 3.713, -21.724)  0.007
H (-26.919, 6.885, -19.786)  0.001
H (-27.885, 6.669, -21.155)  0.003
H (-27.280, 8.832, -21.035)  0.002
H (-26.472, 8.203, -22.435)  0.001
H (-25.529, 8.468, -20.900)  0.001
H (-24.640, 3.340, -20.817)  0.002
H (-24.428, 4.259, -22.371)  0.003
H (-25.334, 2.809, -22.291)  0.001

Cartesian forces, eV/Å:
C -0.509 0.537 0.479
Cl -0.153 -0.615 -0.114
Cl 0.138 -0.223 -0.661
H 0.263 0.333 0.317
H 0.228 0.008 -0.011
C 0.724 -1.188 2.056
Cl -0.814 0.488 -1.496
Cl 0.175 0.019 -0.321
H -0.334 -0.007 0.237
H 0.269 0.691 -0.418
C 0.299 -1.243 0.843
O -1.027 0.936 -0.642
P -0.026 0.668 -0.039
O -0.156 -1.082 -1.229
O 3.439 2.080 -0.150
C -1.157 0.572 0.529
O -1.638 -0.737 3.251
C 0.774 -0.259 -2.631
H 0.031 0.218 0.137
H -0.195 0.317 0.046
H -0.047 0.058 -0.351
H -0.520 -0.649 0.397
H -0.234 -0.524 0.150
H 0.144 0.095 0.169
H 0.227 -0.502 -0.064
H -0.312 -0.001 0.001
H 0.372 -0.011 -0.306
C 2.800 -0.595 -1.896
O -4.217 0.945 2.507
P 1.679 -1.883 1.880
O -0.340 -0.379 -0.115
O -0.411 2.392 -1.743
C 0.180 1.015 -0.098
O 2.817 -1.147 -1.414
C -2.099 0.217 1.147
H -0.340 0.194 -0.028
H -0.107 -0.101 0.261
H 0.010 -0.152 -0.651
H 0.054 -0.190 0.370
H -0.236 0.223 -0.022
H 0.249 -0.477 0.246
H -0.416 0.773 -0.195
H 1.095 -0.522 -0.486
H -0.590 -0.021 -0.038
C 0.456 0.598 1.208
O -2.555 -1.961 -0.573
P 0.468 1.485 1.292
O -1.056 0.126 -0.521
O 1.819 0.385 -2.431
C -1.090 1.028 0.240
O 1.021 0.257 2.460
C 0.567 -0.717 -0.435
H -0.504 0.414 -0.314
H 0.187 -0.430 0.073
H 0.415 -0.461 -0.613
H 0.162 -0.590 0.594
H -0.401 -0.148 -0.403
H 0.823 -0.468 -0.652
H 0.142 0.005 -0.045
H -0.284 0.021 0.147
H -0.103 0.359 -0.001
O 1.594 -1.089 -2.269
C -1.003 0.161 2.705
O -0.991 0.254 -0.690
C 0.053 2.103 0.533
C -1.289 -0.907 -0.060
C 0.573 0.600 1.099
H 0.447 0.262 -0.944
H -0.623 0.300 -0.255
H -0.210 -0.039 0.087
H 0.271 -0.744 0.146
H 0.475 -0.068 -0.106
H 0.311 0.321 0.344
H 0.508 -0.383 -0.660
H -0.074 -0.740 -0.019
O 0.964 1.098 3.004
C -0.423 1.005 -2.054
O -0.306 -1.911 -1.354
C 1.737 0.733 1.047
C -0.739 -0.026 -1.080
C -0.682 -1.596 -0.298
H 0.281 0.181 0.267
H 0.188 -0.174 0.177
H 0.004 -0.068 -0.206
H -0.660 0.236 -0.242
H 0.007 -0.044 -0.280
H -0.228 0.420 0.356
H -0.447 0.008 0.096
H 0.279 0.108 0.469
O 1.033 0.874 -1.707
C -1.721 -0.408 2.751
O -0.312 -0.476 0.524
C -1.521 -1.789 0.587
C 1.118 0.149 -0.435
C 0.258 0.423 -1.076
H -0.415 0.404 0.202
H 0.309 0.159 0.303
H 0.191 0.384 -0.334
H 0.547 0.060 -0.145
H 0.139 0.427 -0.671
H 0.294 -0.193 -0.203
H 0.027 0.148 0.060
H -0.003 -0.056 0.124
O 0.308 -0.140 -0.055
C 0.558 1.072 -0.260
O -1.735 -0.571 1.662
C 0.653 0.880 0.922
C 0.054 0.570 -0.850
C -0.090 -0.787 -0.934
H 0.279 -0.210 -1.000
H 0.104 -0.615 0.020
H 0.401 0.360 0.088
H -0.039 0.018 -0.079
H 0.203 -0.550 -0.152
H -0.274 0.009 0.498
H -0.035 -0.134 0.191
H -0.259 0.074 -0.082
O 2.264 -0.332 0.847
C -1.460 0.805 -0.221
O -1.411 -0.705 0.055
C -1.341 -1.189 0.280
C 0.766 0.025 -1.544
C 0.622 0.107 0.527
H -0.004 -0.039 -0.093
H 0.224 0.033 -0.603
H 0.054 -0.163 0.020
H 0.552 0.286 0.440
H -0.263 0.800 -0.323
H -0.320 0.087 0.557
H 0.050 0.021 -0.061
H 0.205 0.192 0.187
O 1.920 -1.132 2.868
C -1.124 0.919 -1.842
O -0.684 0.464 -0.768
C -0.921 1.267 0.567
C 0.348 -0.268 -0.067
C -0.292 -0.265 1.196
H 0.287 -0.091 -0.271
H 0.791 -0.470 -0.221
H 0.083 0.273 -0.049
H -0.412 -0.209 -0.433
H -0.158 -0.564 0.065
H 0.285 0.142 -0.053
H -0.471 -0.053 -0.170
H 0.268 -0.016 -0.757
O -0.504 -0.202 0.181
C -1.069 0.341 0.602
O -0.393 1.322 2.101
C 0.056 -1.526 -2.028
C 0.155 1.459 1.061
C 1.587 0.291 -0.944
H -0.053 0.025 -0.565
H 0.388 0.074 0.580
H 0.219 -1.038 -0.341
H -0.221 -0.535 0.059
H 0.174 0.489 -0.250
H -0.340 -0.428 -0.407
H -0.186 -0.420 0.338
H 0.141 0.054 -0.147
O -0.429 1.315 0.411
C 1.876 -3.863 -0.855
O -0.901 1.595 0.404
C -1.478 1.330 0.908
C 0.282 0.144 -0.463
C -0.387 -0.115 -0.645
H 0.490 -0.664 0.140
H 0.176 -1.022 -0.509
H 0.146 0.149 0.200
H 0.383 0.081 -0.032
H 0.024 0.288 -0.312
H 0.139 0.457 0.098
H 0.259 0.168 0.471
H -0.633 0.047 0.114

spin multiplicity	2
largest force on an atom	5.00	eV/Å
HOMO (alpha / beta)	0.68 / -8.46	eV
frontier orbital gap (alpha / beta)	1.24 / 10.54	eV
lowest unoccupied orbital energy (alpha / beta)	1.9 / 2.1	eV
DFT total energy	-6667.11646	hartree
total charge	-1